A structure of composition C8H14Cl3N5O2Sn. Source: the OMol25 dataset; level of theory: wB97M-V/def2-TZVPD.

The geometry in XYZ format:
```
33
Properties=species:S:1:pos:R:3:mulliken_charge:R:1
Sn -0.93209 -0.05900 0.36197 1.161
N 1.19777 1.09801 0.32931 -0.660
C 2.18578 0.26687 -0.40420 0.190
C 3.21003 1.07376 -1.21946 -0.618
C 4.59671 1.17060 -0.58335 -0.861
C 5.37804 -0.14219 -0.65732 -0.654
N 5.53963 -0.58786 -2.04581 -0.179
C 5.28617 -1.80176 -2.53136 0.997
N 5.09320 -2.83853 -1.72245 -0.366
N 5.25208 -1.98673 -3.84935 -0.442
C 1.47329 -0.76036 -1.28911 0.431
O 2.10004 -1.36289 -2.11852 -0.483
O 0.18724 -0.92991 -1.04944 -0.699
H 0.98024 1.91527 -0.24299 0.360
H 1.58754 1.47467 1.18967 0.314
H 2.69577 -0.34996 0.34002 0.269
H 2.81499 2.07393 -1.41292 0.485
H 3.30667 0.58870 -2.18891 0.317
H 4.53544 1.46485 0.46747 0.336
H 5.17141 1.95380 -1.08312 0.378
H 4.85035 -0.91925 -0.10397 0.296
H 6.35806 -0.02031 -0.19887 0.284
H 5.82258 0.11545 -2.71140 0.238
H 5.32320 -2.79191 -0.74630 0.232
H 4.83996 -3.73832 -2.09438 0.222
H 5.24264 -1.20993 -4.48805 0.198
H 5.10371 -2.90074 -4.24280 0.203
Cl -4.82730 4.06467 2.09113 -0.069
C -5.29927 2.84685 0.91912 0.693
Cl -5.99217 3.57714 -0.50671 -0.054
Cl -6.39558 1.67549 1.63398 -0.063
C -4.07003 2.11981 0.51401 -0.241
N -3.12152 1.56361 0.19433 -0.213
```

Calculated values
HOMO energy	-15.8	eV
Kohn-Sham gap	0.3251	Eh
E_tot	-63453.72493	eV
energy relative to the best compared isomer or geometry (same formula, charge and spin)	7.60	kJ/mol
molar mass	437.3	g mol⁻¹
F_max	0.0140	Eh/bohr
net charge	+2